Entry from the OMol25 dataset: a cluster of 3 separate species, C43H33F5NO10S2 in total at a distorted geometry (ωB97M-V/def2-TZVPD).

The geometry in XYZ format:
```
94
Properties=species:S:1:pos:R:3:forces:R:3
H -3.006130 -7.304293 -1.315825 0.83 1.96 -0.28
H -8.839224 0.227254 5.964386 -0.54 -0.89 -1.25
F -0.906456 -7.338666 0.694925 -1.50 2.46 0.63
F 0.454204 -2.365922 -3.235551 -2.76 1.06 0.63
C -9.676241 -1.814516 5.477910 -3.28 -0.84 0.31
H 3.445349 4.324528 -3.072791 0.14 -0.04 0.03
C 1.168959 3.327588 -1.738760 0.07 -0.26 -0.03
C -3.299006 -3.130672 5.077068 0.50 0.93 1.17
C -7.961410 -3.160293 4.609190 1.08 -1.14 -0.75
C -2.244426 -4.419961 -3.460288 0.37 -1.27 3.52
C -1.496791 -3.547098 -2.386978 -1.74 -2.51 0.03
C 8.746128 3.906997 -2.471100 0.46 0.81 -0.12
S -3.009185 -4.267673 3.605171 -2.85 -3.54 -1.24
C 8.518861 1.475651 -1.950555 0.39 -0.15 0.06
C -2.816959 -5.796085 -3.044454 2.26 2.41 3.07
C 9.087207 0.239471 -1.638770 0.23 -0.10 0.02
C 1.873191 1.023903 -1.890612 -0.06 0.22 0.00
C 6.705813 5.256870 -2.916128 -0.24 0.08 -0.05
C -4.847968 -2.770544 5.255426 -0.16 0.02 0.34
H -0.256907 9.015085 -0.860066 0.00 -0.11 -0.04
H -7.614972 -5.141251 5.572805 0.89 1.12 -1.12
C 2.092545 2.322894 -1.444072 -0.11 -0.23 0.05
H 2.590195 0.242996 -1.656445 -0.07 0.08 -0.02
H -1.066130 1.485160 -3.523148 0.08 0.18 0.09
O 6.330548 0.631107 -1.859011 0.23 0.27 -0.06
C 4.517791 4.242060 -2.932516 0.19 -0.10 0.01
H 11.368824 3.302123 -2.279000 -0.24 -0.02 0.02
O -4.228318 -4.154689 2.681801 3.10 1.11 1.96
H 12.367782 1.105639 -1.752917 -0.12 0.03 0.00
H -5.267459 -2.415399 4.250286 0.62 -0.64 1.44
C -5.728070 -3.985440 5.880134 -0.18 -0.30 -0.48
O 2.378338 4.959473 -0.560331 -0.24 0.03 -0.18
C 0.547928 7.026759 -0.992198 -0.13 0.25 -0.02
F -1.022339 -1.090234 -1.986945 -0.39 -2.66 -2.45
H -8.351209 -0.345724 4.266419 -1.11 -0.23 1.29
C 11.288523 1.210641 -1.801683 -0.19 0.15 -0.03
H 2.980677 2.548780 -0.862980 -0.24 0.13 0.01
H -2.199907 8.516963 -2.318131 0.07 -0.09 0.02
S -0.703894 -5.142691 2.182828 5.57 0.22 5.15
C 1.388583 4.697554 -1.223737 0.74 -0.03 0.55
O 0.586393 -4.578653 1.586378 -4.34 -0.80 -0.09
C -2.587643 -6.265431 -1.590102 0.88 2.17 -0.91
C 0.037903 3.030801 -2.501419 0.11 -0.33 0.01
F -1.532700 -1.798118 -4.196063 1.33 -0.18 3.39
H -0.740759 -3.380755 -0.152486 -0.77 -1.05 -1.14
C 6.460544 2.903207 -2.430713 -0.22 0.31 -0.11
H -7.394473 -2.243810 4.225402 -0.66 -1.32 0.66
C -0.181492 1.725154 -2.941506 0.15 -0.12 0.03
H -4.954204 -1.902217 6.012394 0.49 -1.19 -1.32
H 7.333252 6.134138 -3.037617 0.05 -0.22 0.04
H 10.909698 -0.854182 -1.325872 -0.06 0.10 -0.02
H -8.640027 -3.521794 3.748388 0.68 0.65 1.48
C -0.721283 5.459266 -2.320238 -0.05 0.43 0.08
H -10.093030 0.160172 4.555578 1.33 -0.79 0.99
H -2.503136 6.248238 -3.245735 0.17 -0.15 0.09
C 7.276000 4.022229 -2.602177 -0.29 0.13 -0.04
H 0.558260 -0.286271 -2.966207 0.41 0.48 -0.09
H 8.454402 -0.623721 -1.457760 -0.06 0.22 -0.06
O -1.889794 3.846758 -3.563496 0.25 0.16 0.20
C 0.383865 5.744487 -1.518955 -0.23 0.39 -0.01
H -2.966970 -3.671359 6.044524 -0.32 0.44 -1.91
C 0.732043 0.722915 -2.630982 0.26 0.50 -0.18
H 4.887714 6.324730 -3.328448 0.05 -0.10 0.04
C 10.724758 2.447136 -2.098534 0.18 -0.20 0.05
C -9.190865 -0.354011 5.044725 -0.16 -0.25 -0.34
C 9.337400 2.583719 -2.168472 0.27 -0.31 0.05
C -1.476947 7.739571 -2.091846 0.06 -0.21 -0.03
H -2.377113 -4.075851 -4.541190 0.30 -0.36 1.91
H -6.668696 -4.882075 3.971747 -0.28 0.89 1.63
C -6.985755 -4.385282 4.964463 -0.30 0.12 0.23
H -5.083257 -4.933507 6.032020 -0.95 1.57 -0.39
C -0.943739 -2.143961 -2.929033 0.70 -1.76 -0.10
C -0.930510 4.093312 -2.851966 -0.74 -0.39 -0.58
H -6.146680 -3.702075 6.911042 0.71 -0.23 -1.47
C 7.047739 1.595896 -2.062123 -0.68 -0.77 0.15
O -3.036533 -5.668714 4.169051 0.84 3.06 -0.55
C -1.663064 -6.121822 0.921390 -1.04 -1.66 -2.46
H -3.391537 -6.457602 -3.769434 0.95 1.09 1.11
O 9.459789 4.885274 -2.617199 -0.14 -0.26 0.04
F -2.951701 -6.544635 1.339866 2.83 0.93 -0.54
H 1.399114 7.253104 -0.357549 -0.06 -0.20 -0.12
N -1.543857 -3.811265 2.842729 -1.21 -2.41 -0.41
H -2.606890 -2.204488 5.014162 -1.32 -1.41 -0.27
O -8.732394 -2.828597 5.814589 -1.10 1.94 -1.82
O -10.912296 -2.072097 5.556721 4.99 1.07 -0.14
C 5.329178 5.364817 -3.079941 0.19 -0.13 0.03
C -1.280729 -4.038221 -0.907041 -1.71 -1.89 -2.44
C 5.080695 3.014592 -2.602667 -0.07 0.17 -0.12
C -1.814832 -5.428246 -0.502101 -0.83 1.17 -3.88
O -0.246345 -6.155349 3.228302 -2.48 2.19 -2.95
C 10.469485 0.108793 -1.564567 -0.18 0.12 -0.04
C -1.646796 6.462063 -2.613904 -0.02 0.25 0.07
H 4.443125 2.145275 -2.484458 0.28 0.04 -0.04
C -0.383755 8.020118 -1.275029 0.10 -0.21 -0.02
```
Positions in Å, forces in eV/Å.

Computed properties:
total charge = -1
spin multiplicity = 1
LUMO = 0.18 eV
E_tot = -3761.0774 a.u.

Okay, here come the Löwdin numbers, in e, for every atom:
1. H 0.1133
2. H 0.0943
3. F -0.0030
4. F 0.0232
5. C -0.4088
6. H 0.1014
7. C -0.0955
8. C -0.2446
9. C -0.1866
10. C -0.0027
11. C -0.0414
12. C -0.2808
13. S 0.6245
14. C -0.0827
15. C -0.0575
16. C 0.0047
17. C -0.0259
18. C 0.0025
19. C -0.2294
20. H 0.1049
21. H 0.1219
22. C -0.0192
23. H 0.1206
24. H 0.1240
25. O 0.1067
26. C -0.0443
27. H 0.1191
28. O -0.4235
29. H 0.1051
30. H 0.0947
31. C -0.1880
32. O 0.0938
33. C 0.0003
34. F 0.0615
35. H 0.0792
36. C -0.0622
37. H 0.1185
38. H 0.1051
39. S 0.6683
40. C -0.2940
41. O -0.3804
42. C 0.0148
43. C -0.0808
44. F 0.0369
45. H 0.1048
46. C -0.0764
47. H 0.1044
48. C 0.0209
49. H 0.1145
50. H 0.1192
51. H 0.1068
52. H 0.1415
53. C -0.0827
54. H 0.0939
55. H 0.1202
56. C -0.0860
57. H 0.0697
58. H 0.1227
59. O 0.1016
60. C -0.0825
61. H 0.1119
62. C -0.0435
63. H 0.1090
64. C -0.0008
65. C -0.0091
66. C -0.0849
67. C -0.0632
68. H 0.0991
69. H 0.1249
70. C -0.1630
71. H 0.1162
72. C -0.3549
73. C -0.2794
74. H 0.1069
75. C -0.2767
76. O -0.4116
77. C -0.4177
78. H 0.0879
79. O 0.0955
80. F 0.0251
81. H 0.1199
82. N -0.3416
83. H 0.1028
84. O -0.0757
85. O 0.0418
86. C -0.0451
87. C 0.0858
88. C 0.0093
89. C -0.0543
90. O -0.3726
91. C -0.0595
92. C 0.0009
93. H 0.0996
94. C -0.0635

***

Entry from the OMol25 dataset: a cluster of 2 separate species, C5H14S in total at a distorted geometry (ωB97M-V/def2-TZVPD).

The geometry in XYZ format:
```
20
Properties=species:S:1:pos:R:3:forces:R:3
H 0.598822 -3.064551 0.398872 0.61 -0.74 -1.11
H 1.594254 3.111829 -2.446997 -0.89 -0.59 0.71
H -2.745484 -0.037130 0.548745 0.32 -0.59 0.13
H 1.909067 -0.422935 -0.008244 -0.49 -1.55 0.53
H 0.334377 1.972504 -1.879703 -2.98 -1.64 -1.70
H 1.763267 1.897241 -1.172771 0.07 0.86 0.31
H -2.852099 -1.746198 1.118816 0.14 -0.19 -0.51
H -1.759079 -0.668773 1.931992 0.35 0.04 -0.54
H 0.966146 3.812038 0.332136 2.36 -0.06 1.66
H 1.695222 -0.456698 1.703104 -0.13 -0.97 -0.48
C 0.489977 3.699653 -0.576655 -1.08 -1.15 -1.04
C -2.177524 -0.903033 0.943093 0.20 0.65 -0.49
C 0.460594 -2.107178 0.834082 0.23 1.41 0.00
H 0.482627 4.734471 -0.954792 -0.77 -0.67 -0.21
H -0.434201 3.306496 -0.090754 -0.28 0.77 -1.22
H 2.573441 -1.811685 0.947883 0.85 -0.39 0.00
C 1.038310 2.630652 -1.594250 3.56 2.44 1.51
C 1.733470 -1.170542 0.836991 -1.09 1.87 0.04
H 0.217337 -2.408945 1.881239 -0.81 1.02 -0.76
S -0.850792 -1.319686 -0.310568 -0.17 -0.51 3.18
```
Positions in Å, forces in eV/Å.

Computed properties:
total charge = +1
spin multiplicity = 2
<S²> = 0.75
LUMO (spin up / spin down) = -3.99 / -8.45 eV
relative energy (zero: lowest compared OMol25 entry of this formula, charge and spin) = 1.3724 eV
E_tot = -596.7060 a.u.

Okay, here come the natural (NBO) numbers, in e, for every atom:
1. H 0.2555
2. H 0.2298
3. H 0.2759
4. H 0.2500
5. H 0.1865
6. H 0.1838
7. H 0.2884
8. H 0.2708
9. H 0.2115
10. H 0.2425
11. C -0.6267
12. C -0.7713
13. C -0.5221
14. H 0.2315
15. H 0.1930
16. H 0.2557
17. C -0.6076
18. C -0.6427
19. H 0.2710
20. S 0.8243

***

Entry from the OMol25 dataset: a cluster of 2 separate species, C6H14O2 in total at a distorted geometry (ωB97M-V/def2-TZVPD).

The geometry in XYZ format:
```
22
Properties=species:S:1:pos:R:3:forces:R:3
H 2.020123 2.480117 -1.736804 -0.22 0.17 0.09
O 3.302062 1.152955 -2.639277 0.05 -0.19 0.37
H -2.061255 -6.158689 1.178354 -0.15 0.19 -0.12
H 1.145707 2.291085 0.452785 0.37 0.17 0.08
H 1.307268 1.106146 -2.626920 -0.26 0.21 0.07
H -3.304134 -6.497629 0.299081 0.16 0.21 0.10
H 4.009519 1.054569 -1.983846 -0.24 0.11 -0.29
C 2.081295 1.409168 -1.926477 0.81 -0.13 -0.18
C 1.118555 1.203772 0.473994 -0.63 -0.40 -0.53
C -1.258887 1.171164 1.255379 0.26 -1.11 -0.07
H -3.281198 1.808005 1.288937 -0.16 0.22 -0.17
H 1.633085 -0.397571 -0.887051 -0.01 0.29 0.16
H 1.515800 0.857384 1.418280 -0.06 0.06 0.41
H -0.628400 0.432214 -0.630405 -0.35 -0.27 -0.09
O -2.591999 -6.875014 0.823384 0.00 -0.40 0.01
H -0.860154 1.540489 2.197426 -0.17 0.29 0.00
H -3.034121 0.325268 2.092709 0.00 -0.39 -0.17
C -2.726675 0.876277 1.203897 0.13 0.57 0.15
H 2.998767 0.393132 -0.236415 0.00 0.51 -0.11
C 1.996529 0.614677 -0.630722 -0.11 -0.95 -0.09
H -3.022643 0.386580 0.274609 0.02 -0.12 0.20
C -0.359239 0.825902 0.339086 0.55 0.96 0.16
```
Positions in Å, forces in eV/Å.

Computed properties:
spin multiplicity = 1
SMILES = C/C=C/CCCO.O
LUMO = 0.82 eV
relative energy (zero: lowest compared OMol25 entry of this formula, charge and spin) = 1.7311 eV
E_tot = -387.4439 a.u.

Okay, here come the natural (NBO) numbers, in e, for every atom:
1. H 0.1560
2. O -0.7187
3. H 0.4714
4. H 0.2111
5. H 0.1799
6. H 0.4715
7. H 0.4590
8. C -0.0596
9. C -0.4395
10. C -0.1741
11. H 0.2145
12. H 0.2055
13. H 0.2153
14. H 0.1871
15. O -0.9428
16. H 0.1878
17. H 0.2159
18. C -0.6388
19. H 0.1997
20. C -0.4245
21. H 0.2132
22. C -0.1898

***

Entry from the OMol25 dataset: the molecule C2HFN2O at a distorted geometry (ωB97M-V/def2-TZVPD).

The geometry in XYZ format:
```
7
Properties=species:S:1:pos:R:3:forces:R:3
N 0.598143 -0.243951 0.711884 0.68 0.55 -0.72
N -1.315184 0.118564 -1.305397 0.69 -1.24 2.52
C 0.801297 0.491662 -0.415999 1.67 0.50 1.12
C -0.519542 -0.680394 0.954881 -3.21 -0.07 -1.81
H 1.629736 1.238935 -0.403547 -1.04 -0.90 -0.59
F -1.018294 -1.575300 1.774271 0.99 0.61 -0.56
O -0.176156 0.650484 -1.316093 0.23 0.56 0.04
```
Positions in Å, forces in eV/Å.

Computed properties:
spin multiplicity = 1
LUMO (spin up / spin down) = -1.06 / -1.00 eV
relative energy (zero: lowest compared OMol25 entry of this formula, charge and spin) = 6.3771 eV
E_tot = -361.1578 a.u.

Okay, here come the natural (NBO) numbers, in e, for every atom:
1. N -0.5023
2. N -0.0807
3. C 0.2250
4. C 0.6415
5. H 0.2051
6. F -0.2748
7. O -0.2138

***

Entry from the OMol25 dataset: the ion C5H10NO with charge +1 at a distorted geometry (ωB97M-V/def2-TZVPD).

The geometry in XYZ format:
```
17
Properties=species:S:1:pos:R:3:forces:R:3
C 0.525775 -0.794783 0.113044 0.14 2.07 -1.49
H -1.589688 -1.603201 -0.023256 -0.04 0.30 0.91
H 1.425229 1.302576 -0.249125 0.18 0.14 0.96
C -0.724353 1.206867 -0.737294 1.28 -1.06 -0.14
O 1.292030 0.377691 2.121454 -3.44 -3.26 -1.83
H 1.048870 0.470078 -1.618187 -0.56 0.19 1.94
H 1.421791 -1.402581 -0.246725 -1.25 0.63 1.03
H -0.948573 0.133030 -2.435713 -0.65 -0.90 0.25
N 0.732828 0.660311 -0.603896 -1.02 -1.99 -1.59
H -0.540190 -2.109980 -1.208983 -0.43 1.40 -0.06
H -0.570614 1.827551 -1.575348 -0.49 2.28 0.06
H -1.086399 1.573195 0.245174 0.28 -0.03 -0.89
C 0.450953 -0.433979 1.640706 3.36 2.84 0.22
H -0.419515 -0.826373 2.167004 0.10 -0.15 0.45
C -0.816004 -1.166172 -0.639082 0.81 -2.96 -0.22
H -2.442153 0.088720 -1.503174 -1.27 -0.15 0.12
C -1.397170 0.005280 -1.426711 3.01 0.64 0.29
```
Positions in Å, forces in eV/Å.

Computed properties:
total charge = +1
spin multiplicity = 1
SMILES = O=C[C@H]1CCC[NH2+]1
LUMO = -4.40 eV
relative energy (zero: lowest compared OMol25 entry of this formula, charge and spin) = 2.3605 eV
E_tot = -326.1951 a.u.

Okay, here come the natural (NBO) numbers, in e, for every atom:
1. C -0.1065
2. H 0.2559
3. H 0.4576
4. C -0.2081
5. O -0.4589
6. H 0.4301
7. H 0.2714
8. H 0.2063
9. N -0.5368
10. H 0.2576
11. H 0.2325
12. H 0.2495
13. C 0.3890
14. H 0.1712
15. C -0.4703
16. H 0.2645
17. C -0.4051

***

Entry from the OMol25 dataset: a cluster of 2 separate species, C3H9N3 in total at a distorted geometry (ωB97M-V/def2-TZVPD).

The geometry in XYZ format:
```
15
Properties=species:S:1:pos:R:3:forces:R:3
C 0.086244 -2.622146 -0.222394 -0.11 -0.60 -0.21
H 0.582107 -0.355427 0.898058 -0.06 0.19 0.00
H -0.269660 -3.583935 -0.569558 -0.05 0.07 -0.02
H -0.737197 0.696317 -0.485057 0.19 -0.10 -0.09
N -0.417695 1.416321 -1.121836 -0.07 -0.33 0.34
C -0.676271 -1.910293 0.595086 0.28 0.12 1.07
H -0.479891 -0.568052 2.125350 -0.29 0.00 -0.04
H 0.434337 3.254124 -1.265541 0.34 0.03 0.24
H 1.097547 -2.369597 -0.513434 -0.10 0.38 -0.04
H -0.792417 1.435849 -2.049315 0.00 0.29 0.00
C 0.442986 2.352162 -0.637812 -0.52 -0.10 -0.68
H 1.566632 3.045055 0.682897 0.22 -0.21 -0.05
N -0.364159 -0.645025 1.124696 0.39 -0.18 -0.32
H -1.594456 -2.313195 1.016153 -0.08 0.01 -0.43
N 1.121899 2.167838 0.422714 -0.15 0.43 0.22
```
Positions in Å, forces in eV/Å.

Computed properties:
spin multiplicity = 1
SMILES = [H]/N=C/N.C=CN
LUMO = 1.12 eV
relative energy (zero: lowest compared OMol25 entry of this formula, charge and spin) = 1.0372 eV
E_tot = -283.9450 a.u.

Okay, here come the natural (NBO) numbers, in e, for every atom:
1. C -0.5067
2. H 0.3900
3. H 0.2034
4. H 0.4185
5. N -0.8336
6. C 0.0027
7. H 0.3801
8. H 0.1379
9. H 0.1982
10. H 0.3896
11. C 0.2876
12. H 0.3403
13. N -0.8434
14. H 0.1859
15. N -0.7504